{
  "formula": "C5H13O3",
  "method": "ωB97M-V/def2-TZVPD",
  "molar_mass_g_mol": 121.16,
  "e_tot_ha": -423.90765,
  "total_charge": -1,
  "gap_ev": 6.62,
  "e_above_lowest_kcal_mol": 79.0,
  "spin_multiplicity": 1,
  "species": ["O", "O", "O", "C", "C", "C", "C", "C", "H", "H", "H", "H", "H", "H", "H", "H", "H", "H", "H", "H", "H"],
  "positions_angstrom": [[-1.446, -1.522, 1.783], [1.146, -0.273, 2.521], [-2.546, -0.323, -0.214], [1.193, -0.803, 0.051], [0.045, 1.026, -1.331], [1.069, 0.383, 1.363], [0.430, 1.904, -2.254], [0.417, -0.421, -1.148], [0.077, 1.015, 1.301], [2.332, -0.840, -0.088], [-2.500, -1.058, 0.396], [-1.840, 0.246, 0.096], [1.976, 0.951, 1.027], [-0.678, 1.416, -0.464], [-1.623, -1.110, 2.501], [0.894, -0.798, -1.985], [-0.462, -0.954, -0.807], [0.004, 2.990, -2.012], [0.922, -1.739, 0.551], [-0.361, -1.777, 1.865], [0.950, 1.688, -3.153]]
}

=====

{
  "formula": "C5H13O3Pr",
  "method": "ωB97M-V/def2-TZVPD",
  "molar_mass_g_mol": 262.06,
  "e_tot_ha": -940.31241,
  "total_charge": 2,
  "gap_ev": [8.07, 8.69],
  "e_above_lowest_kcal_mol": 13.4,
  "spin_multiplicity": 3,
  "species": ["Pr", "O", "O", "O", "C", "C", "C", "C", "C", "H", "H", "H", "H", "H", "H", "H", "H", "H", "H", "H", "H", "H"],
  "positions_angstrom": [[0.596, 1.391, -0.704], [1.548, -0.509, 0.145], [-1.385, 0.758, 0.153], [-1.301, -1.514, 0.332], [1.092, -1.846, 0.354], [-1.970, -0.473, -0.262], [2.848, -0.279, 0.695], [-1.720, 1.160, 1.489], [-0.217, -2.126, -0.346], [-1.282, 2.149, 1.661], [3.556, -0.998, 0.263], [-1.348, 0.433, 2.221], [-2.997, -0.504, 0.123], [1.852, -2.537, -0.034], [0.981, -1.991, 1.439], [1.468, 3.115, -1.184], [3.182, 0.726, 0.413], [-2.812, 1.227, 1.575], [-0.380, -3.210, -0.294], [-1.984, -0.521, -1.361], [-0.195, -1.862, -1.415], [2.793, -0.352, 1.790]]
}

=====

Please write out number 2 again, unchanged.
{
  "formula": "C5H13O3Pr",
  "method": "ωB97M-V/def2-TZVPD",
  "molar_mass_g_mol": 262.06,
  "e_tot_ha": -940.31241,
  "total_charge": 2,
  "gap_ev": [8.07, 8.69],
  "e_above_lowest_kcal_mol": 13.4,
  "spin_multiplicity": 3,
  "species": ["Pr", "O", "O", "O", "C", "C", "C", "C", "C", "H", "H", "H", "H", "H", "H", "H", "H", "H", "H", "H", "H", "H"],
  "positions_angstrom": [[0.596, 1.391, -0.704], [1.548, -0.509, 0.145], [-1.385, 0.758, 0.153], [-1.301, -1.514, 0.332], [1.092, -1.846, 0.354], [-1.970, -0.473, -0.262], [2.848, -0.279, 0.695], [-1.720, 1.160, 1.489], [-0.217, -2.126, -0.346], [-1.282, 2.149, 1.661], [3.556, -0.998, 0.263], [-1.348, 0.433, 2.221], [-2.997, -0.504, 0.123], [1.852, -2.537, -0.034], [0.981, -1.991, 1.439], [1.468, 3.115, -1.184], [3.182, 0.726, 0.413], [-2.812, 1.227, 1.575], [-0.380, -3.210, -0.294], [-1.984, -0.521, -1.361], [-0.195, -1.862, -1.415], [2.793, -0.352, 1.790]]
}